Computed, not measured: C33H35CrN9O2S as an isolated structure, with the ωB97M-V functional and the def2-TZVPD basis.

Structure (XYZ):
```
81
Properties=species:S:1:pos:R:3:forces:R:3
H 7.86248 -2.22116 -1.76863 0.03 0.01 0.00
C 0.69511 0.84535 1.64703 0.07 0.10 -0.02
H 8.20575 -1.49527 -0.19218 0.01 0.00 -0.01
C 5.73939 -1.74350 0.79516 -0.01 -0.04 0.05
C 3.93635 -2.85257 -1.00488 0.02 0.04 0.05
C 6.21513 -2.29584 -0.38580 0.04 0.00 -0.02
C 2.56604 1.01281 -3.47800 0.00 0.05 -0.05
N -3.73114 4.41897 -2.08741 -0.03 0.00 -0.04
H 2.82769 0.08185 -1.56444 -0.06 -0.05 0.00
H -4.31516 4.93737 -1.45734 0.01 -0.01 0.01
N -1.00489 -3.59313 -0.63691 0.35 -0.26 0.30
C 4.38210 -1.73016 1.09893 -0.02 -0.05 0.09
H 1.90236 2.51981 1.06217 0.01 0.00 0.01
C -0.97577 -3.05737 -1.87385 -0.01 0.13 -0.13
N -1.24467 1.70324 -0.49328 -0.16 0.26 -0.21
H 3.52993 0.69995 -3.85161 0.00 0.00 0.00
C -2.35804 -1.48641 0.85038 -0.08 0.08 -0.01
C 0.88535 0.21293 3.99335 -0.04 0.00 0.02
H -1.52050 1.64999 2.01823 -0.01 0.02 0.00
C -0.78703 -0.90146 2.45264 0.13 0.12 0.01
H -0.25049 2.73008 -4.31478 0.03 0.01 -0.02
H -2.30042 -5.70688 -2.36702 0.00 0.02 -0.01
H 4.68255 -0.96322 3.08876 0.01 0.02 0.00
H -1.02666 -1.76574 4.39510 -0.02 0.00 0.00
H 2.20887 -2.68121 -2.27062 -0.06 -0.02 -0.01
H 2.43637 -4.28387 -1.56252 -0.06 -0.03 0.01
H -3.06330 -3.03197 3.75426 0.01 0.00 0.02
C 2.18328 0.67121 -2.20562 0.07 -0.07 0.12
O 1.41529 -3.10540 1.06673 -0.14 0.04 -0.11
H -2.93581 2.62786 2.04701 0.04 0.02 0.02
H 3.43916 -0.11714 2.15654 0.02 -0.04 0.03
C 3.48758 -2.29082 0.19228 0.01 0.08 -0.14
N 1.00852 1.02738 -1.67013 -0.18 0.17 -0.16
C -1.28649 -5.33911 -2.18355 -0.03 0.02 0.00
H -0.09450 -5.47274 -0.34050 0.05 0.04 -0.04
C -1.26904 -3.83434 -4.21288 -0.04 0.03 0.02
N -2.33073 2.00801 1.53525 0.02 -0.04 0.03
C 5.29910 -2.85029 -1.27288 0.01 0.00 0.00
H 6.43913 -1.31285 1.50436 0.01 0.02 -0.02
H 5.65613 -3.28484 -2.20136 -0.01 0.01 -0.01
H -0.74314 -4.62738 -4.74511 0.00 0.00 0.00
O 1.45231 -1.16316 -0.02248 0.10 0.21 -0.18
C 7.68949 -2.31195 -0.69620 -0.07 -0.03 0.03
C 2.95799 -3.42750 -1.99346 0.00 0.07 0.00
C 3.87667 -1.09626 2.36768 -0.01 0.00 -0.07
N -1.10294 -4.03078 -2.79383 0.03 0.01 0.08
H 2.26636 1.35773 5.16609 -0.04 0.01 0.01
H 8.14630 -3.24751 -0.36557 0.01 0.00 0.00
H 3.46511 -3.75312 -2.90127 0.00 -0.01 0.01
N -2.97752 3.29341 -0.23842 -0.05 0.01 0.02
C 2.14928 2.07125 3.14354 -0.03 -0.01 0.00
H 1.93421 2.02260 -5.29091 -0.02 0.01 -0.01
C -2.16611 2.35389 0.23055 -0.10 -0.13 -0.10
C 1.60468 1.87226 1.88015 0.02 -0.01 -0.05
H -3.52504 4.79939 -2.99333 0.00 0.01 0.01
C 1.66722 1.76170 -4.27470 0.03 -0.02 0.05
C 0.47052 2.15410 -3.75319 -0.01 0.02 -0.02
C -1.03709 -5.05516 -0.69583 0.05 0.00 0.04
H 3.09648 -1.70461 2.82795 0.02 -0.01 0.00
H -2.69105 -1.36343 -0.17192 0.05 0.00 0.00
Cr -0.00674 0.14316 -0.12093 0.49 -0.43 -0.21
C 0.14108 1.79435 -2.42356 0.06 0.05 0.07
H -1.83637 -5.44008 -0.06449 -0.01 -0.04 0.00
H -0.42985 -3.18867 0.10968 -0.02 0.12 -0.26
H -2.32456 -3.85279 -4.49921 0.00 -0.02 0.01
S -0.87506 -1.42105 -2.26022 0.03 0.25 0.10
H -0.84907 -2.87138 -4.48999 0.01 0.00 0.00
N -1.87142 3.10842 -2.34235 -0.08 -0.04 -0.04
C 2.00538 -2.20548 0.45868 -0.26 -0.39 0.19
C 0.31638 0.03967 2.73329 -0.03 0.04 -0.07
C -1.41991 -1.70457 3.39091 0.05 -0.04 0.09
C -1.03998 2.21034 -1.77736 0.13 0.02 0.12
C -2.82074 3.56775 -1.55017 0.05 -0.02 -0.01
C 1.80985 1.22513 4.19373 0.01 0.00 0.00
H 0.60755 -0.42991 4.82017 0.02 0.01 0.01
N -1.23766 -0.84133 1.18212 -0.39 -0.33 0.37
H -0.58284 -6.05741 -2.60781 -0.01 -0.01 0.02
H -3.95717 -2.77554 1.43027 -0.01 0.02 0.00
H 2.84990 2.88054 3.31055 0.02 -0.01 0.00
C -2.55662 -2.40415 3.03281 -0.02 0.04 -0.07
C -3.05633 -2.26947 1.74594 -0.02 -0.05 0.07
```
Forces are in eV/Å.

Summary:
multiplicity = 5
relative energy (zero: lowest compared OMol25 entry of this formula, charge and spin) = 0.0 kcal/mol
⟨S²⟩ = 6.055
HOMO (spin up / spin down) = -5.09 / -8.20 eV
Kohn-Sham gap (spin up / spin down) = 5.2631 / 8.1163 eV

Computed, not measured: C41H51F6NOPPtS3Te as an isolated structure, with the ωB97M-V functional and the def2-TZVPD basis.

Structure (XYZ):
```
106
Properties=species:S:1:pos:R:3:forces:R:3
S -4.82169 -0.49794 -3.44477 0.04 0.00 0.02
H 0.16406 -3.00905 -0.69317 -0.02 0.02 0.02
C 3.14993 0.02757 0.25417 0.10 0.05 0.22
H 3.17229 -0.81822 -3.07037 -0.01 -0.01 -0.04
C -3.30411 0.30335 3.08851 0.02 0.05 0.00
C -1.64345 -1.20860 -4.32089 -0.09 0.08 0.08
H -2.75939 -1.07384 4.66346 -0.01 -0.03 0.01
H 2.32391 3.52011 -0.34284 0.00 0.01 0.00
H 1.55842 -3.63126 -1.57322 -0.04 -0.02 0.01
H -4.06816 3.81799 2.15035 -0.03 -0.01 0.01
C -3.45010 1.33326 -0.16759 -0.01 0.09 -0.02
H 1.79436 -6.05526 0.26259 0.00 -0.02 0.00
H -4.16777 1.50073 -0.97555 -0.03 -0.06 -0.01
H -0.71265 -0.77534 -4.68867 0.02 -0.04 -0.04
H 5.68974 2.00727 1.30509 0.02 0.01 0.02
H -4.64207 3.76082 0.47399 0.01 0.00 -0.03
C 2.96474 5.00349 1.08306 0.01 -0.02 -0.04
Pt -1.59293 1.40975 -0.64685 0.09 0.53 0.26
C 1.62710 5.16471 3.06643 0.03 0.01 -0.02
C 6.79142 1.85963 -1.16694 0.03 0.03 0.00
H 7.64963 1.51844 -0.58482 0.00 0.00 0.01
P -2.46953 2.88089 -3.76954 -0.05 0.06 -0.06
H -5.45483 0.32907 1.34683 0.02 -0.03 -0.01
H -2.91876 3.78088 0.79084 0.03 -0.02 0.02
H 2.47649 -1.84981 -1.81008 0.07 0.08 0.00
Te 1.34141 -0.89459 0.89235 -0.23 0.10 0.10
H -2.27456 -0.37526 -4.02877 0.06 -0.05 -0.05
H 2.46403 -7.56882 2.34020 -0.01 0.00 0.00
C 2.06471 -2.85688 1.35559 0.09 -0.07 -0.09
C 0.80144 4.15349 2.59635 0.04 -0.02 -0.03
H 3.71135 -2.43498 4.33693 0.03 0.00 0.01
F -0.94623 2.83198 -4.28284 -0.04 -0.03 0.06
C 2.09888 -5.22772 0.89579 -0.03 -0.03 -0.05
H -4.27479 -0.15541 2.97047 -0.04 -0.03 0.01
C -1.60663 2.00455 2.42397 -0.01 0.01 0.02
C -5.34434 1.41162 1.40951 -0.05 0.01 0.03
H -5.86982 -2.24075 -2.16239 -0.02 0.00 -0.01
H 4.04331 -7.24836 1.63736 0.01 0.01 -0.02
H 1.41746 5.62051 4.02520 -0.01 0.01 0.02
C 2.14252 3.99523 0.61108 0.07 -0.06 0.08
H 0.36048 -4.74345 -0.92592 0.00 -0.01 -0.01
C -1.16222 0.32927 4.24732 0.02 0.01 -0.01
H -5.96994 1.84549 0.62876 0.00 0.02 -0.02
C 1.05875 3.54718 1.36815 0.03 -0.11 0.08
H -5.10641 -0.89120 -5.71442 -0.01 -0.01 0.00
H 3.76099 -6.91897 3.34547 0.01 0.00 0.01
C 5.09927 1.39406 0.63104 -0.04 0.04 -0.02
H 3.33541 2.28043 2.55882 0.01 0.11 0.00
C -3.95077 -2.61628 -5.16799 -0.02 -0.09 0.02
H -1.78737 3.06545 2.66922 -0.03 -0.07 0.02
C 2.87298 -5.47959 2.01440 0.02 -0.02 0.03
F -2.81111 4.11322 -4.72686 -0.01 0.06 -0.02
H 2.42603 -1.38285 3.72363 -0.03 0.02 0.00
H -5.99604 -2.10002 -4.79172 -0.01 0.00 0.04
C 2.83294 -3.10173 2.50402 0.02 -0.07 -0.08
O 0.62798 2.04572 -0.40234 -0.10 0.00 -0.16
H -3.98180 -2.93112 -0.68864 0.01 0.00 0.01
C -3.78782 -2.51161 -1.67910 -0.03 -0.05 0.01
C 3.52999 -0.10479 -1.08756 0.04 -0.02 -0.06
H 2.65508 0.69556 2.87548 -0.01 -0.04 -0.02
C 5.51702 1.22869 -0.67719 0.01 -0.02 0.00
H 6.97608 1.61570 -2.21252 -0.01 0.00 -0.01
H 1.71295 -0.31942 -2.19869 0.00 0.02 0.00
H -0.48672 -0.09886 4.97812 0.02 0.00 0.01
C 0.24186 2.46208 0.73379 0.04 -0.04 0.02
C -0.75700 1.37948 3.49784 -0.01 0.00 0.01
C 3.26816 -2.01177 3.43562 0.00 0.12 0.05
C 3.91783 0.83016 1.11138 0.02 0.02 -0.05
C 2.67956 -0.81847 -2.09891 -0.05 -0.08 -0.05
C 3.54226 1.21094 2.51996 -0.08 -0.04 0.05
C 2.71264 5.58871 2.31559 -0.01 0.05 0.02
H 3.82918 -4.56991 3.69427 0.01 -0.01 0.02
H -3.79480 -3.27278 -4.31257 0.00 0.00 0.00
F -2.10396 1.53536 -2.76880 -0.07 -0.21 -0.05
C 1.69240 -3.94304 0.54520 0.03 0.01 -0.02
C 3.30855 -6.87798 2.35511 0.00 -0.04 0.01
H -3.69184 -3.36097 -2.35444 0.00 0.00 0.00
C 4.70822 0.48776 -1.52591 0.02 0.00 -0.03
H -1.62578 -3.17445 -3.36205 0.02 -0.01 -0.01
H 4.00651 -1.36225 2.96369 -0.01 0.00 -0.02
H -0.30988 -2.12639 -2.88935 0.00 0.01 0.03
H 6.74965 2.94706 -1.07887 0.00 0.00 0.00
H 4.36892 1.01294 3.20528 -0.02 -0.02 0.02
H 3.35234 6.38075 2.68379 0.02 0.00 0.02
H 3.80476 5.33149 0.48416 0.01 0.01 0.00
H -4.30965 -3.25876 -5.97755 0.03 0.01 -0.01
H -5.16166 -0.94365 -1.20605 0.01 0.02 -0.01
C -3.87212 3.40051 1.15681 -0.03 0.05 0.01
H -0.02748 3.84820 3.21145 -0.07 -0.02 0.00
C -2.44154 -0.23075 4.06682 -0.03 0.01 0.02
C -3.89376 1.85483 1.18404 0.02 -0.03 0.00
S -2.17823 -1.69614 -1.56001 0.11 -0.04 -0.03
C 0.89340 -3.81318 -0.72489 -0.03 -0.04 -0.02
H -5.72298 1.74449 2.37910 0.00 0.02 0.02
C 3.23186 -4.40112 2.80461 -0.02 0.01 0.03
H 0.24464 1.76830 3.62121 0.05 0.02 -0.02
C -1.37510 -2.13761 -3.12858 0.00 -0.05 -0.04
F -2.03822 3.85580 -2.56677 0.00 -0.08 -0.04
S -2.35703 -2.02402 -5.77356 0.02 0.07 0.00
N -0.90432 1.93769 1.14316 0.02 -0.04 -0.19
C -4.97620 -1.62028 -2.04288 -0.05 0.01 0.02
H 4.99325 0.37595 -2.56616 0.00 0.00 -0.02
F -2.88234 1.81586 -4.90832 0.04 0.01 0.07
F -3.97384 2.84071 -3.19605 0.10 -0.03 0.03
C -5.03354 -1.58429 -4.87352 -0.04 0.03 -0.06
C -2.96587 1.34457 2.28006 0.01 -0.02 -0.07
```
Forces are in eV/Å.

Summary:
charge = -1
multiplicity = 3
⟨S²⟩ = 2.049
HOMO (spin up / spin down) = -3.97 / -5.30 eV
Kohn-Sham gap (spin up / spin down) = 6.0742 / 7.0808 eV

Computed, not measured: C9H4NO2RhS5 as an isolated structure, with the ωB97M-V functional and the def2-TZVPD basis.

Structure (XYZ):
```
22
Properties=species:S:1:pos:R:3:forces:R:3
N -0.47113 -1.47030 0.28761 0.20 0.19 -0.07
O -3.16358 -0.48137 -1.76592 -0.07 -0.10 -0.07
Rh -0.06479 0.64237 0.52878 -0.92 -0.04 -0.35
S 1.47817 5.23880 0.68525 -0.06 -0.09 -0.12
C -0.41393 -3.80286 0.73276 0.09 0.08 0.03
C -1.57325 -1.65004 -0.44722 -0.18 0.06 -0.18
S 3.47353 3.65763 -0.74276 -0.15 -0.03 -0.05
C -2.17989 -0.40609 -1.07627 0.26 0.02 0.16
C -1.55409 -3.98859 -0.03271 -0.06 0.06 -0.06
C 0.10111 -2.52449 0.86941 0.05 -0.09 0.02
H -1.97231 -4.97776 -0.16165 -0.01 -0.01 0.02
C 1.20684 3.51790 0.60608 -0.68 0.09 0.45
O -1.54789 0.70348 -0.79119 0.20 -0.04 0.31
S 3.86483 6.58957 -0.46092 -0.28 -0.26 -0.09
H -3.04058 -2.96231 -1.24067 0.00 0.03 -0.01
H 0.99177 -2.32489 1.45019 -0.01 -0.02 0.01
C 2.12955 2.78916 -0.03549 0.60 -0.94 -0.45
C 2.96654 5.24212 -0.22528 0.39 0.19 0.32
C -2.14919 -2.89012 -0.63439 0.07 -0.14 0.06
H 0.07585 -4.63331 1.22027 0.02 0.01 0.00
S 1.96029 1.05392 -0.08253 0.39 0.41 -0.11
S -0.11784 2.67717 1.31664 0.14 0.61 0.18
```
Forces are in eV/Å.

Summary:
multiplicity = 1
relative energy (zero: lowest compared OMol25 entry of this formula, charge and spin) = 2.2 kcal/mol
HOMO (spin up / spin down) = -8.06 / -8.06 eV
Kohn-Sham gap (spin up / spin down) = 6.0286 / 6.0279 eV